Record 1
{"formula": "C21H24ClN3O3", "method": "ωB97M-V/def2-TZVPD", "elements": ["C", "C", "N", "N", "C", "C", "C", "C", "C", "O", "O", "C", "C", "H", "H", "H", "H", "C", "O", "N", "C", "C", "H", "C", "C", "H", "H", "H", "H", "H", "H", "H", "H", "H", "Cl", "C", "C", "C", "C", "C", "C", "C", "H", "H", "H", "H", "H", "H", "H", "H", "H", "H"], "xyz": [[-0.550, -2.562, 0.804], [-1.509, -1.660, 0.115], [-2.733, -2.046, -0.178], [-3.328, -1.024, -0.795], [-2.500, 0.032, -0.901], [-1.282, -0.325, -0.323], [-0.059, 0.407, -0.173], [0.201, 1.637, -0.637], [1.482, 2.323, -0.444], [1.688, 3.466, -0.775], [2.409, 1.533, 0.140], [3.696, 2.094, 0.389], [3.934, 2.220, 1.894], [3.895, 1.244, 2.373], [4.913, 2.659, 2.062], [3.174, 2.860, 2.337], [3.733, 3.092, -0.069], [4.838, 1.285, -0.236], [5.854, 1.859, -0.588], [4.719, -0.048, -0.333], [3.619, -0.908, 0.051], [4.243, -2.302, 0.078], [3.506, -3.089, -0.069], [5.268, -2.225, -1.051], [5.823, -0.814, -0.900], [6.142, -0.363, -1.842], [6.674, -0.783, -0.210], [6.044, -2.983, -0.971], [4.770, -2.335, -2.015], [4.748, -2.469, 1.030], [3.205, -0.613, 1.016], [2.822, -0.859, -0.701], [-0.529, 2.216, -1.180], [0.714, -0.114, 0.375], [-3.031, 1.473, -1.632], [-4.705, -1.101, -1.209], [-5.568, -0.150, -0.415], [-6.442, 0.720, -1.050], [-7.218, 1.593, -0.308], [-7.120, 1.609, 1.073], [-6.247, 0.744, 1.711], [-5.476, -0.134, 0.971], [-4.794, -0.811, 1.466], [-6.167, 0.752, 2.788], [-7.721, 2.295, 1.650], [-7.896, 2.268, -0.810], [-6.516, 0.716, -2.128], [-5.012, -2.136, -1.037], [-4.777, -0.876, -2.278], [-0.231, -2.127, 1.750], [-1.034, -3.515, 0.995], [0.331, -2.725, 0.187]], "nbo_charge": [-0.65, 0.18, -0.27, -0.17, 0.16, -0.22, -0.11, -0.32, 0.77, -0.59, -0.53, 0.00, -0.62, 0.20, 0.23, 0.22, 0.25, 0.66, -0.63, -0.43, -0.20, -0.41, 0.22, -0.41, -0.21, 0.22, 0.20, 0.22, 0.20, 0.20, 0.21, 0.19, 0.23, 0.22, 0.07, -0.26, 0.05, -0.24, -0.19, -0.21, -0.20, -0.24, 0.22, 0.22, 0.22, 0.21, 0.21, 0.25, 0.22, 0.22, 0.24, 0.22], "smiles": "Cc1nn(Cc2ccccc2)c(Cl)c1/C=C/C(=O)O[C@@H](C)C(=O)N1CCCC1", "total_charge": 0, "fmax_ev_per_a": 0.89, "e_tot_ev": -45302.173, "e_homo_ev": -8.788, "e_above_lowest_ev": 1.074}

Record 2
{"formula": "C4H13NO2", "method": "ωB97M-V/def2-TZVPD", "elements": ["C", "N", "C", "C", "C", "O", "H", "H", "H", "H", "H", "H", "H", "H", "H", "H", "H", "H", "H", "O"], "xyz": [[0.330, 2.314, -0.276], [-0.185, 0.952, -0.070], [0.860, -0.017, 0.258], [0.467, -0.882, 1.443], [-0.715, -1.868, 1.202], [-1.803, -1.627, 2.116], [-0.515, 2.991, -0.207], [1.080, 2.514, 0.480], [0.875, 2.457, -1.215], [-0.734, 0.672, -0.869], [1.127, -0.675, -0.578], [1.778, 0.480, 0.577], [1.301, -1.433, 1.884], [0.208, -0.242, 2.291], [-0.340, -2.847, 1.484], [-1.034, -1.775, 0.164], [-2.417, -1.067, 1.652], [-0.858, -0.172, -3.609], [0.471, 0.387, -3.011], [0.103, -0.162, -3.716]], "nbo_charge": [-0.41, -0.64, -0.23, -0.44, -0.07, -0.72, 0.20, 0.20, 0.16, 0.35, 0.18, 0.19, 0.20, 0.22, 0.18, 0.16, 0.46, 0.47, 0.47, -0.94], "smiles": "CNCCCO.O", "total_charge": 0, "fmax_ev_per_a": 1.71, "e_tot_ev": -9942.890, "e_homo_ev": -9.101, "e_above_lowest_ev": 1.307}

Record 3
{"formula": "C2H3I2NO2P", "method": "ωB97M-V/def2-TZVPD", "elements": ["C", "C", "N", "O", "O", "P", "I", "I", "H", "H", "H"], "xyz": [[-0.752, 0.147, -1.859], [-1.419, -0.510, 0.506], [-0.240, -0.687, 0.736], [0.102, 0.823, -1.464], [-1.605, -0.460, -2.339], [1.327, -0.089, 0.525], [-2.553, 1.421, 0.599], [4.018, 0.138, 0.074], [-2.230, -1.308, 0.514], [1.732, -0.686, 1.728], [1.619, 1.211, 0.979]], "nbo_charge": [1.04, -0.01, -0.72, -0.51, -0.53, 0.52, -0.17, -0.72, 0.19, -0.05, -0.02], "total_charge": -1, "fmax_ev_per_a": 2.66, "e_tot_ev": -33199.021, "e_homo_ev": -3.361, "e_above_lowest_ev": 1.015}

Record 4
{"formula": "C22H33N3O6S", "method": "ωB97M-V/def2-TZVPD", "elements": ["C", "H", "H", "H", "C", "C", "H", "H", "H", "H", "O", "C", "H", "C", "H", "C", "N", "C", "O", "C", "N", "C", "O", "C", "H", "O", "C", "C", "C", "C", "C", "C", "H", "S", "O", "O", "N", "C", "H", "C", "H", "C", "C", "C", "H", "C", "H", "H", "H", "H", "H", "H", "H", "H", "H", "H", "H", "H", "H", "H", "H", "H", "H", "H", "H"], "xyz": [[1.645, 3.507, 1.043], [1.378, 2.905, 0.177], [0.734, 3.764, 1.578], [2.123, 4.419, 0.698], [2.589, 2.744, 1.972], [2.954, 3.579, 3.197], [3.628, 3.023, 3.844], [2.053, 3.814, 3.757], [3.435, 4.503, 2.890], [3.507, 2.487, 1.424], [1.977, 1.549, 2.454], [2.084, 0.425, 1.615], [1.192, -0.173, 1.825], [3.336, -0.410, 1.925], [3.338, -0.642, 2.993], [3.379, -1.703, 1.109], [2.180, -2.488, 1.305], [1.303, -2.716, 0.315], [1.522, -2.494, -0.858], [-0.044, -3.267, 0.803], [-0.665, -2.389, 1.779], [-0.607, -2.726, 3.095], [-0.038, -3.724, 3.490], [-1.251, -1.735, 4.051], [-1.680, -2.284, 4.892], [-2.289, -0.956, 3.501], [-2.002, -0.437, 2.273], [-2.542, 0.788, 1.908], [-2.222, 1.349, 0.682], [-1.388, 0.662, -0.175], [-0.891, -0.585, 0.146], [-1.185, -1.146, 1.380], [-0.258, -1.078, -0.569], [-0.761, 1.401, -1.684], [0.655, 1.561, -1.504], [-1.547, 2.568, -1.964], [-1.018, 0.206, -2.789], [0.102, -0.457, -3.418], [-0.251, -1.431, -3.774], [0.731, 0.331, -4.565], [1.505, -0.293, -5.017], [-0.278, 0.758, -5.629], [-1.249, 1.827, -5.117], [-2.533, 1.280, -4.492], [-3.182, 0.877, -5.273], [-2.304, 0.180, -3.439], [-2.411, -0.808, -3.895], [-3.058, 0.271, -2.652], [-3.046, 2.119, -4.021], [-1.541, 2.480, -5.942], [-0.740, 2.445, -4.375], [-0.833, -0.111, -5.990], [0.279, 1.165, -6.476], [1.211, 1.219, -4.149], [0.854, -0.627, -2.645], [-2.593, 2.318, 0.389], [-3.185, 1.294, 2.609], [-0.450, -1.081, 4.435], [0.108, -4.232, 1.296], [-0.708, -3.391, -0.055], [1.940, -2.743, 2.252], [4.256, -2.294, 1.393], [3.430, -1.480, 0.041], [4.232, 0.173, 1.707], [2.058, 0.708, 0.556]], "nbo_charge": [-0.65, 0.24, 0.20, 0.21, 0.11, -0.62, 0.21, 0.21, 0.21, 0.16, -0.55, -0.07, 0.17, -0.43, 0.20, -0.23, -0.61, 0.67, -0.63, -0.33, -0.44, 0.66, -0.61, -0.16, 0.23, -0.47, 0.28, -0.24, -0.18, -0.33, -0.25, 0.15, 0.26, 2.35, -0.95, -0.94, -0.71, -0.21, 0.20, -0.41, 0.21, -0.41, -0.41, -0.42, 0.20, -0.22, 0.20, 0.21, 0.22, 0.21, 0.21, 0.19, 0.21, 0.21, 0.24, 0.25, 0.24, 0.20, 0.27, 0.23, 0.41, 0.20, 0.23, 0.21, 0.19], "smiles": "CC(C)OCCCNC(=O)CN1C(=O)COc2ccc(S(=O)(=O)N3CCCCCC3)cc21", "total_charge": 0, "fmax_ev_per_a": 1.11, "e_tot_ev": -50940.732, "e_homo_ev": -8.845, "e_above_lowest_ev": 0.898}

Record 5
{"formula": "C4H6O2", "method": "ωB97M-V/def2-TZVPD", "elements": ["O", "C", "C", "C", "O", "C", "H", "H", "H", "H", "H", "H"], "xyz": [[-0.680, 0.952, -1.577], [-0.133, 1.144, -0.315], [-0.650, 0.297, 0.820], [0.453, -2.261, -0.309], [0.907, -1.071, -0.595], [0.718, 0.063, 0.266], [-0.148, 0.289, -2.041], [0.139, 2.177, -0.106], [-0.753, 0.701, 1.822], [-0.068, -2.160, 0.683], [-1.408, -0.426, 0.532], [1.623, 0.294, 0.820]], "nbo_charge": [-0.69, 0.08, -0.48, 0.15, -0.49, 0.03, 0.48, 0.19, 0.23, 0.05, 0.24, 0.21], "total_charge": 0, "fmax_ev_per_a": 0.43, "e_tot_ev": -8335.580, "e_homo_ev": -8.924, "e_above_lowest_ev": 4.881}

Record 6
{"formula": "C45H44IrN6OS3Te", "method": "ωB97M-V/def2-TZVPD", "elements": ["Ir", "C", "C", "N", "C", "C", "S", "C", "C", "S", "C", "N", "C", "H", "H", "H", "H", "H", "H", "H", "H", "N", "C", "C", "C", "C", "C", "C", "S", "N", "C", "C", "C", "C", "C", "C", "N", "H", "H", "H", "H", "H", "H", "H", "H", "H", "C", "C", "C", "C", "C", "C", "Te", "N", "C", "O", "C", "C", "C", "C", "C", "C", "C", "C", "C", "C", "C", "C", "C", "C", "C", "C", "C", "C", "H", "H", "H", "H", "H", "H", "H", "H", "H", "H", "H", "H", "H", "H", "H", "H", "H", "H", "H", "H", "H", "H", "H", "H", "H", "H", "H"], "xyz": [[1.425, -0.812, 0.928], [1.739, 0.826, 4.179], [0.590, -0.064, 3.864], [0.418, -0.761, 2.754], [-0.758, -1.490, 2.794], [-1.492, -1.355, 3.923], [-0.668, -0.300, 4.986], [-0.380, -2.075, 0.513], [-0.619, -3.361, -0.315], [0.355, -3.870, -1.733], [1.712, -4.418, -0.625], [2.404, -3.149, -0.275], [2.559, -5.502, -1.252], [2.673, 0.380, 3.844], [1.786, 1.017, 5.249], [1.625, 1.787, 3.672], [-2.427, -1.826, 4.174], [-1.652, -3.280, -0.666], [1.980, -6.422, -1.301], [3.454, -5.682, -0.655], [2.855, -5.254, -2.268], [1.599, -3.744, 1.657], [1.060, -4.807, 0.788], [1.401, -6.174, 1.294], [0.579, -7.201, 1.098], [-0.695, -7.027, 0.393], [-1.194, -5.817, 0.155], [-0.487, -4.582, 0.623], [-1.366, -4.017, 2.114], [-0.971, -2.339, 1.704], [1.949, -2.682, 0.925], [2.787, -2.187, -1.209], [3.433, -2.458, -2.405], [3.823, -1.398, -3.198], [3.577, -0.098, -2.773], [2.912, 0.088, -1.584], [2.490, -0.935, -0.828], [1.151, -3.611, 2.553], [2.348, -6.285, 1.808], [0.843, -8.188, 1.454], [-1.245, -7.909, 0.091], [-2.158, -5.681, -0.321], [3.652, -3.470, -2.697], [4.336, -1.585, -4.131], [3.903, 0.757, -3.347], [2.708, 1.077, -1.203], [-5.335, 5.410, 1.543], [-4.110, 4.674, 1.087], [-3.707, 4.699, -0.242], [-2.578, 4.023, -0.679], [-2.205, 4.098, -2.139], [-1.840, 3.281, 0.259], [-0.119, 2.444, -0.644], [0.902, 1.335, 0.664], [2.100, 1.816, 1.071], [2.930, 0.950, 1.431], [2.453, 3.256, 1.111], [3.762, 3.629, 0.812], [4.116, 4.968, 0.824], [3.176, 5.935, 1.158], [1.879, 5.566, 1.485], [1.515, 4.229, 1.459], [-0.922, 0.875, -1.785], [-0.384, 0.745, -3.075], [0.593, 1.728, -3.675], [-0.834, -0.302, -3.871], [-1.819, -1.179, -3.438], [-2.321, -2.282, -4.324], [-2.358, -0.992, -2.170], [-1.928, 0.016, -1.319], [-2.593, 0.170, 0.020], [-2.217, 3.226, 1.604], [-1.515, 2.431, 2.672], [-3.350, 3.936, 1.985], [-5.705, 6.083, 0.773], [-5.128, 5.993, 2.440], [-6.133, 4.707, 1.788], [-4.284, 5.269, -0.962], [-2.896, 4.747, -2.671], [-2.249, 3.117, -2.622], [-1.204, 4.517, -2.290], [4.490, 2.864, 0.576], [5.129, 5.260, 0.583], [3.460, 6.979, 1.176], [1.155, 6.318, 1.771], [0.511, 3.947, 1.754], [1.468, 1.909, -3.051], [0.112, 2.694, -3.852], [0.950, 1.363, -4.636], [-0.424, -0.415, -4.868], [-1.733, -2.361, -5.237], [-3.360, -2.103, -4.605], [-2.287, -3.246, -3.814], [-3.159, -1.645, -1.836], [-3.173, -0.721, 0.259], [-3.276, 1.022, 0.024], [-1.860, 0.317, 0.814], [-0.640, 1.906, 2.305], [-2.204, 1.694, 3.089], [-1.210, 3.085, 3.493], [-3.649, 3.902, 3.027]], "mulliken_charge": [1.72, -1.04, 0.30, 0.49, -0.32, -0.39, -0.17, -2.03, -0.56, -0.33, 0.86, 0.10, -1.66, 0.22, 0.62, 0.09, 0.54, 1.03, 0.32, 0.39, 0.56, -0.09, 0.86, -1.35, -0.61, -0.77, -1.24, 1.33, -0.14, 0.82, -0.84, 0.48, -0.28, -0.83, -1.00, -0.28, -0.03, 0.45, 0.56, 0.51, 0.55, 0.54, 0.35, 0.49, 0.54, 0.52, -1.55, 0.31, -1.06, 0.39, -1.63, 0.94, 0.79, 0.24, 0.47, -0.71, 0.41, -0.76, -0.86, -0.52, -1.22, 0.25, 1.14, 0.54, -1.90, -1.01, 0.37, -1.67, -0.53, 0.74, -1.49, 1.09, -1.26, -1.09, 0.38, 0.38, 0.31, 0.40, 0.53, 0.29, 0.27, 0.52, 0.44, 0.43, 0.49, 0.71, 0.27, 0.30, 0.43, 0.41, 0.41, 0.38, 0.31, 0.47, 0.48, 0.53, -0.17, -0.64, 0.67, 0.71, 0.54], "spin_multiplicity": 2, "total_charge": 2, "fmax_ev_per_a": 1.46, "e_tot_ev": -100992.036, "e_homo_ev": [-11.424, -13.376], "s2": 0.766, "e_above_lowest_ev": 2.097}

Record 7
{"formula": "C7H7Br2P", "method": "ωB97M-V/def2-TZVPD", "elements": ["C", "C", "C", "C", "C", "C", "C", "P", "Br", "Br", "H", "H", "H", "H", "H", "H", "H"], "xyz": [[-0.215, -1.907, 1.726], [-0.767, -0.620, 1.801], [0.341, -2.227, 0.427], [-0.833, 0.260, 0.786], [0.463, -1.308, -0.559], [-0.104, -0.030, -0.373], [-0.078, 1.027, -1.407], [-0.740, 2.609, -1.186], [2.634, 2.080, 0.098], [0.648, 0.415, -3.023], [-0.214, -2.736, 2.319], [-1.204, -0.340, 2.861], [0.697, -3.226, 0.350], [-1.465, 1.142, 0.896], [0.997, -1.488, -1.495], [-0.464, 3.050, -2.586], [0.305, 3.300, -0.635]], "nbo_charge": [-0.12, -0.20, -0.19, -0.15, -0.15, -0.16, -0.18, 0.37, -0.74, 0.24, 0.22, 0.23, 0.22, 0.24, 0.24, 0.02, 0.11], "total_charge": 0, "fmax_ev_per_a": 6.02, "e_tot_ev": -156742.693, "e_homo_ev": [-7.663, -7.897], "e_above_lowest_ev": 2.034}